No. 1
94
Properties=species:S:1:pos:R:3 method="wB97M-V/def2-TZVPD" fmax_ev_per_a=0.7 total_energy_ha=-2142.64647 homo_ev=-13.0 de_lowest_ev=1.678 homo_lumo_gap_ev=7.38 total_charge=+2
Y -0.7971 0.3058 0.4157
O 0.9371 1.7069 0.6096
O 0.5454 -1.0455 1.6173
O -3.0590 1.8365 -2.4381
O 0.5665 -0.5860 -1.3830
N -1.6727 2.5856 0.1825
N -1.7611 1.1101 -4.1515
N -1.2500 0.5522 -1.9241
N -1.3161 0.9170 2.7187
N 4.3528 0.8692 -0.3537
N 2.9390 -2.8458 1.0095
C 2.6084 -3.0092 2.2599
C -2.0841 1.1914 -2.7906
C -1.7778 -2.9266 -1.4687
C -0.6665 0.5650 3.7612
C -2.8617 -1.8279 0.8453
C 4.2527 -0.1827 -1.3737
C 3.4633 1.7814 -0.1211
C 1.7539 -1.6374 5.5605
C -0.1409 -0.0947 -2.3236
C 2.4754 2.2706 -1.0346
C 2.2727 -2.3798 4.5345
C 1.8102 3.4598 -3.0283
C 2.7596 2.7446 -2.3223
C -3.0058 2.9275 0.6831
C 0.4048 -0.4141 3.9022
C -1.2891 -3.2911 -0.2120
C 2.9211 -1.6117 0.2289
C -3.3855 2.0059 1.8336
C -4.5915 -0.5614 -0.5033
C 2.1034 4.0366 -4.3866
C -0.6670 0.4309 -4.5695
C 1.9614 -2.1345 3.1716
C 0.1791 -0.1839 -3.7109
C -3.4031 -1.4790 -0.3941
C 1.1837 2.3771 -0.4727
C 0.9658 -1.1618 2.8157
C -1.4153 -3.2896 2.3005
C 2.1121 -1.8735 7.0013
C 0.5759 3.6906 -2.4066
C -1.8342 -2.7771 0.9526
C 0.8212 -0.6546 5.2015
C 4.1686 -1.5289 -0.6509
C 0.2330 3.1609 -1.1719
C -2.8422 -2.0406 -1.5411
C -1.1673 -3.5083 -2.7120
C -1.0947 3.4011 -0.6036
C -2.6648 1.7728 -5.0907
C -2.3522 1.9503 2.9554
H -3.5623 0.9905 1.4606
H -5.3592 -1.0235 -1.1249
H -3.3197 -1.4449 1.7539
H 2.9766 -3.1737 4.7628
H 5.0528 0.7136 0.3627
H -0.1607 4.2951 -2.9286
H 2.8741 -0.7887 0.9399
H 5.0753 -1.6825 -0.0562
H 3.3609 -3.6463 0.5569
H -0.3842 -3.6407 2.2899
H 1.2847 3.8441 -5.0806
H 3.4898 2.2224 0.8728
H -0.5082 0.4135 -5.6399
H -0.4851 -4.0174 -0.1489
H 1.2628 -2.2801 7.5523
H 0.3699 -0.0675 5.9960
H 2.4058 -0.9441 7.4893
H -4.3233 0.3851 -0.9791
H 3.3485 0.0085 -1.9505
H -2.2728 1.6523 -6.0968
H 1.0473 -0.7225 -4.0553
H 3.0119 3.6109 -4.8092
H -3.2528 -1.7788 -2.5105
H -1.3371 -4.5852 -2.7576
H 2.2370 5.1181 -4.3316
H -0.0885 -3.3425 -2.7225
H -2.0498 -4.1308 2.5863
H -1.8549 2.9197 3.0499
H 4.1509 -2.3130 -1.4115
H 5.1188 -0.1458 -2.0317
H -1.5925 4.3296 -0.8964
H 2.0211 -1.5616 -0.3780
H -1.5915 -3.0618 -3.6099
H -0.9406 1.0315 4.7127
H 2.9375 -2.5769 7.0923
H -3.7174 2.8184 -0.1387
H -1.5165 -2.5265 3.0735
H -3.0252 3.9687 1.0160
H 2.9216 -3.9676 2.6658
H -4.3410 2.3403 2.2381
H 3.7537 2.6157 -2.7372
H -3.6582 1.3341 -5.0274
H -2.8472 1.7410 3.9055
H -5.0359 -0.3645 0.4714
H -2.7441 2.8295 -4.8470

---

No. 2
52
Properties=species:S:1:pos:R:3 method="wB97M-V/def2-TZVPD" fmax_ev_per_a=0.5 total_energy_ha=-5445.89178 homo_ev=1.1 de_lowest_ev=0.000 homo_lumo_gap_ev=2.89 total_charge=-2
Cu 0.8431 0.4932 0.0162
Cl -2.6003 4.3517 -4.0285
Cl -1.7244 1.5092 -4.9507
Cl 0.0872 -0.2392 -3.1360
Cl -1.5996 5.4732 -1.2995
Cl 0.0852 3.6811 0.6036
S -2.2286 0.6166 1.4440
N -2.8051 -0.5457 -0.9770
N 1.8966 -0.7666 0.9297
N -3.5650 1.4719 -0.7461
N -0.8254 -1.5854 -0.3666
C -0.3968 3.0365 -0.9457
C -0.0667 -2.6538 -0.1387
C 3.0652 -3.2615 1.5592
C 3.6026 -1.9851 2.1311
C -1.1513 3.8609 -1.7765
C -2.0632 -1.7451 -0.7736
C -3.4910 -0.2262 -2.1395
C -3.9036 2.7401 -0.1469
C -1.8512 -4.0986 -0.8233
C -1.5809 3.3823 -3.0109
C 2.9158 -0.7444 1.7438
C -2.6475 -2.9785 -1.0251
C 5.2195 -0.8365 3.5475
C 2.8675 1.7726 2.0820
C -2.8589 0.5056 -0.0838
C 4.5842 0.3696 3.2196
C -0.4153 1.3332 -2.5478
C -1.1950 2.1064 -3.4052
C -3.9579 1.0253 -1.9951
C 4.6894 -2.0012 2.9774
C -0.0154 1.7280 -1.2666
C 3.4983 0.4481 2.3738
C -0.5526 -3.9397 -0.3675
H -2.2546 -5.0883 -1.0072
H -3.0188 3.1718 0.3172
H 3.3745 2.5772 2.6270
H -4.2745 3.4050 -0.9258
H 0.9309 -2.3736 0.2411
H 5.1478 -2.9639 3.2126
H 6.0732 -0.8665 4.2161
H 2.8853 2.0043 1.0102
H -4.4731 1.6622 -2.6924
H -4.6591 2.6048 0.6304
H 4.9620 1.2974 3.6531
H 1.8036 1.7734 2.3499
H -3.4963 -0.8842 -2.9892
H 3.0672 -3.2346 0.4613
H 3.6506 -4.1234 1.9006
H 2.0175 -3.4096 1.8490
H -3.6797 -3.0537 -1.3427
H 0.0848 -4.7965 -0.1883

---

No. 3
37
Properties=species:S:1:pos:R:3 method="wB97M-V/def2-TZVPD" fmax_ev_per_a=7.8 total_energy_ha=-6431.84497 homo_ev=-8.9 de_lowest_ev=1.685 homo_lumo_gap_ev=7.83 total_charge=0
Ta -0.6342 0.6992 0.7167
I 0.6719 3.1666 0.7058
Br 1.9444 6.2926 0.2122
Ge -1.5889 -0.5804 2.8558
S -2.3956 0.9466 -0.6513
F 2.2850 -0.1588 0.4599
F 0.5850 -1.1491 -0.4724
F 1.4855 0.6257 -1.3844
O -1.0866 1.2417 -1.2698
O -3.5704 1.0613 -1.4236
O -2.1317 -0.3732 -0.0075
O -2.3213 1.8676 0.5433
C -2.0673 7.2764 0.2973
C -0.5290 4.9939 0.5994
C -1.6280 -2.4488 2.1660
C -0.6899 7.3582 0.1800
C -3.4076 0.2428 2.7382
C 1.1251 0.0878 -0.2039
C 0.1107 0.4279 2.4850
C -1.4236 -0.8107 4.8526
C -2.6700 6.0678 0.6062
C 0.0820 6.2184 0.3427
C -1.9015 4.9235 0.7539
H -0.7396 -2.9967 2.4715
H -2.3106 -1.2975 5.2409
H -2.3652 3.9729 0.9681
H 0.7319 0.4237 3.3684
H -0.5692 -1.4297 5.0967
H -3.7875 0.2218 1.7208
H -0.1971 8.2905 -0.0415
H -2.6689 8.1578 0.1427
H -1.3121 0.1400 5.3616
H -1.7031 -2.4735 1.0842
H -3.7377 6.0066 0.7359
H -2.4948 -2.9552 2.5848
H -4.0884 -0.3204 3.3757
H -3.3903 1.2751 3.0824